(1)
This record from the Open Molecules 2025 dataset describes a molecular structure, C10H12NO in a non-equilibrium geometry. The level of theory is the ωB97M-V functional and the def2-TZVPD basis.

```
24
C10H12NO the ωB97M-V functional and the def2-TZVPD basis
C -0.578 1.852 -2.262
C -1.219 0.787 -2.698
C 0.128 1.857 -1.043
C -1.367 -0.288 -1.929
C -0.061 0.747 -0.160
C -0.801 -0.333 -0.668
C 0.602 0.774 1.125
C -0.965 -1.577 0.120
C 0.044 -1.587 1.322
C 0.820 1.390 2.195
N 1.314 -0.981 0.979
O 2.452 -1.452 1.621
H -0.739 2.706 -2.832
H -1.783 0.834 -3.613
H 0.610 2.810 -0.790
H -2.045 -1.116 -2.283
H -2.022 -1.690 0.374
H -0.937 -2.544 -0.577
H -0.331 -1.125 2.258
H 0.307 -2.666 1.602
H 2.904 -0.669 2.097
H 0.538 2.407 2.270
H 1.570 1.022 2.908
H 1.560 -1.158 -0.018
```

Properties
M: 162.21 g mol⁻¹
Charge: +1
LUMO energy: -3.8211 eV
HOMO energy: -12.95 eV
Frontier orbital gap: 9.132 eV
ΔE to the lowest compared entry with this formula, charge and spin: 4.0047 eV


(2)
This record from the Open Molecules 2025 dataset describes C10H12NO2P in the gas phase in a non-equilibrium geometry. The level of theory is the ωB97M-V functional and the def2-TZVPD basis.

```
26
C10H12NO2P the ωB97M-V functional and the def2-TZVPD basis
C -1.826 3.163 2.957
C -2.305 2.083 2.001
O -1.217 1.232 1.620
C -1.127 0.902 0.335
O -1.886 1.321 -0.533
C -0.080 -0.026 -0.019
C 0.974 -0.615 0.671
C 1.624 -1.457 -0.235
C 0.989 -1.387 -1.464
N -0.120 -0.430 -1.340
P -1.434 -0.114 -2.412
C 1.600 -2.249 -2.420
C 2.618 -2.869 -1.792
C 2.746 -2.434 -0.355
H -2.692 3.684 3.357
H -1.268 2.723 3.779
H -1.190 3.880 2.443
H -2.746 2.526 1.102
H -3.057 1.451 2.486
H 1.223 -0.436 1.698
H -0.804 -0.828 -3.459
H -0.966 1.109 -2.907
H 1.300 -2.381 -3.442
H 3.285 -3.586 -2.239
H 3.724 -1.985 -0.166
H 2.636 -3.276 0.332
```

Properties
M: 209.19 g mol⁻¹
Structure (SMILES): CCOC(=O)c1cc2c(n1P)C=CC2
Charge: 0
LUMO energy: 0.6050 eV
HOMO energy: -7.74 eV
Frontier orbital gap: 8.349 eV
ΔE to the lowest compared entry with this formula, charge and spin: 1.6605 eV


(3)
This record from the Open Molecules 2025 dataset describes a gas-phase ion, C10H12NO3 (charge +1) in a non-equilibrium geometry. The level of theory is the ωB97M-V functional and the def2-TZVPD basis.

```
26
C10H12NO3 the ωB97M-V functional and the def2-TZVPD basis
C -0.507 2.516 0.359
C -0.005 0.436 0.316
C -1.111 1.288 0.195
C 1.189 1.128 0.614
C -0.398 -2.975 -0.487
C -0.354 -2.044 1.543
C 0.088 -1.738 -0.817
C -2.548 0.978 0.173
C 2.616 0.668 0.623
C 0.218 -1.093 -2.116
N 0.841 2.441 0.619
O -0.482 -3.160 0.874
O -0.447 -1.682 2.656
O -0.011 -1.004 0.335
H -1.151 3.403 0.424
H -0.188 -3.971 -0.958
H -2.769 0.113 0.861
H -3.200 1.879 0.532
H -2.934 0.658 -0.759
H 2.702 -0.379 0.828
H 2.909 0.949 -0.397
H 3.168 1.246 1.262
H -0.014 -1.952 -2.870
H 1.173 -0.791 -2.590
H -0.263 -0.121 -2.076
H 1.477 3.207 0.856
```

Properties
M: 194.21 g mol⁻¹
Charge: +1
LUMO energy: -3.2865 eV
HOMO energy: -12.06 eV
Frontier orbital gap: 8.774 eV
ΔE to the lowest compared entry with this formula, charge and spin: 1.8053 eV


(4)
This record from the Open Molecules 2025 dataset describes 2 unconnected molecules or ions with the total composition C10H12NO4S in a non-equilibrium geometry. The level of theory is the ωB97M-V functional and the def2-TZVPD basis.

```
28
C10H12NO4S the ωB97M-V functional and the def2-TZVPD basis
C 2.318 0.193 0.126
S 0.965 0.348 1.252
C -0.296 0.273 -0.023
C -1.568 0.212 0.863
C -2.250 -1.099 0.912
O -1.941 1.243 1.412
H 3.144 0.129 0.828
H 2.300 -0.700 -0.501
H 2.433 1.075 -0.506
H -0.288 1.214 -0.585
H -0.177 -0.569 -0.717
H -1.640 -1.916 0.501
H -2.492 -1.352 1.941
H -3.149 -0.985 0.298
O -1.112 0.014 4.087
C -1.976 0.122 5.008
C -1.737 0.237 6.463
C -2.754 0.514 7.351
C -4.089 0.599 6.899
N -5.159 0.882 7.785
O -6.305 0.919 7.281
O -4.986 1.083 9.001
C -4.387 0.396 5.542
C -3.389 0.168 4.643
H -0.749 0.145 6.865
H -2.556 0.680 8.393
H -5.403 0.430 5.179
H -3.652 0.065 3.606
```

Properties
M: 242.28 g mol⁻¹
Charge: -1
LUMO energy: 2.5975 eV
HOMO energy: -3.70 eV
Frontier orbital gap: 6.297 eV
ΔE to the lowest compared entry with this formula, charge and spin: 0.4415 eV


(5)
This record from the Open Molecules 2025 dataset describes C10H12NOP in the gas phase in a non-equilibrium geometry. The level of theory is the ωB97M-V functional and the def2-TZVPD basis.

```
25
C10H12NOP the ωB97M-V functional and the def2-TZVPD basis
C 1.283 -2.895 0.269
C 0.625 -1.597 0.029
C 0.358 -0.864 -1.109
C -0.315 0.387 -1.248
C -0.291 1.015 -2.471
C -0.810 2.230 -2.640
C -1.458 2.857 -1.541
C -1.468 2.258 -0.298
C -0.913 0.990 -0.174
N -0.874 0.387 1.086
P -0.055 -1.026 1.559
C 1.268 -0.459 2.688
O -1.068 -2.205 2.379
H 1.840 -3.266 -0.809
H 0.538 -3.553 0.708
H 2.014 -2.587 1.057
H 0.800 -1.226 -2.087
H 0.292 0.531 -3.199
H -1.027 2.710 -3.644
H -1.610 3.925 -1.635
H -1.996 2.681 0.559
H -1.451 0.653 1.809
H 1.991 0.118 2.116
H 0.639 0.219 3.239
H 1.690 -1.284 3.357
```

Properties
M: 193.19 g mol⁻¹
Structure (SMILES): CC1=Cc2ccccc2N[P@@]1(C)=O
Charge: 0
LUMO energy: 0.2543 eV
HOMO energy: -8.41 eV
Frontier orbital gap: 8.667 eV
ΔE to the lowest compared entry with this formula, charge and spin: 1.4385 eV


(6)
This record from the Open Molecules 2025 dataset describes C10H12O2S in the gas phase in a non-equilibrium geometry. The level of theory is the ωB97M-V functional and the def2-TZVPD basis.

```
25
C10H12O2S the ωB97M-V functional and the def2-TZVPD basis
C -2.815 0.942 0.150
C -2.390 0.537 1.416
C -2.535 0.184 -1.021
C -1.456 -0.470 1.500
C -1.640 -0.875 -0.865
C -1.042 -1.127 0.358
C 1.467 -1.332 -0.303
C 1.855 0.058 -0.036
C 2.336 0.845 -1.320
C 1.369 1.018 1.023
O -0.011 -3.438 -0.300
O 2.701 -1.035 0.331
S 0.244 -2.378 0.656
H -3.219 1.977 0.090
H -2.564 1.177 2.261
H -2.663 0.611 -1.924
H -0.864 -0.636 2.433
H -1.345 -1.392 -1.836
H 1.400 -1.840 -1.454
H 3.347 1.448 -1.100
H 1.555 1.584 -1.602
H 2.548 0.259 -2.102
H 0.661 1.567 0.430
H 2.153 1.851 1.306
H 0.908 0.463 1.909
```

Properties
M: 196.27 g mol⁻¹
Charge: 0
LUMO energy: 0.6469 eV
HOMO energy: -9.19 eV
Frontier orbital gap: 9.832 eV
ΔE to the lowest compared entry with this formula, charge and spin: 4.4810 eV


(7)
This record from the Open Molecules 2025 dataset describes 2 unconnected molecules or ions with the total composition C10H12O2S in a non-equilibrium geometry. The level of theory is the ωB97M-V functional and the def2-TZVPD basis.

```
25
C10H12O2S the ωB97M-V functional and the def2-TZVPD basis
C 2.734 -0.854 -0.363
C 1.760 -1.492 -0.052
C 0.468 -2.016 0.416
C 0.648 -3.183 1.415
O -0.238 -0.898 1.074
H 3.637 -0.250 -0.433
H -0.114 -2.056 -0.479
H 0.868 -2.538 2.215
H 1.456 -3.777 1.165
H -0.162 -3.829 1.585
H 0.397 -0.277 1.511
O 2.084 2.575 0.284
S 0.752 3.478 -0.251
C -0.354 2.125 -0.468
C -1.409 1.990 0.452
C -2.497 1.203 0.039
C -2.421 0.369 -1.032
C -1.280 0.347 -1.764
C -0.296 1.267 -1.535
H 2.814 3.083 0.020
H -1.524 2.597 1.383
H -3.455 1.284 0.728
H -3.196 -0.259 -1.241
H -1.288 -0.355 -2.584
H 0.615 1.464 -2.085
```

Properties
M: 196.27 g mol⁻¹
Structure (SMILES): C#C[C@@H](C)O.OSc1ccccc1
Charge: 0
LUMO energy: 0.3308 eV
HOMO energy: -8.48 eV
Frontier orbital gap: 8.813 eV
ΔE to the lowest compared entry with this formula, charge and spin: 4.8719 eV


(8)
This record from the Open Molecules 2025 dataset describes 2 unconnected molecules or ions with the total composition C10H12O2S2 in a non-equilibrium geometry. The level of theory is the ωB97M-V functional and the def2-TZVPD basis.

```
26
C10H12O2S2 the ωB97M-V functional and the def2-TZVPD basis
C -0.548 0.369 0.134
C 1.533 0.311 -1.010
C -1.122 1.088 -0.877
C 0.929 0.714 -2.165
C 0.758 0.078 0.167
C -0.414 1.311 -2.088
C 0.891 -0.061 2.644
C -0.975 1.108 -4.334
C -1.609 -1.851 3.398
C 1.452 -0.489 1.367
O -0.108 0.503 2.940
O -0.966 1.891 -3.129
S 2.905 -1.258 1.166
S 0.029 -2.465 3.019
H -1.138 0.178 0.993
H 2.607 0.045 -1.003
H -2.156 1.424 -0.790
H 1.529 0.937 -3.092
H 1.672 -0.237 3.432
H -1.168 0.054 -4.032
H -0.022 1.283 -4.819
H -1.793 1.626 -4.908
H -1.754 -2.479 4.329
H -2.080 -2.064 2.503
H -1.644 -0.767 3.616
H 3.191 -1.247 2.541
```

Properties
M: 228.34 g mol⁻¹
Charge: 0
LUMO energy (alpha / beta): -1.8016 / -1.8020 eV
HOMO energy (alpha / beta): -7.66 / -7.66 eV
Frontier orbital gap (alpha / beta): 5.858 / 5.853 eV
ΔE to the lowest compared entry with this formula, charge and spin: 1.5661 eV


(9)
This record from the Open Molecules 2025 dataset describes a molecular structure, C10H13AgNO2PS in a non-equilibrium geometry. The level of theory is the ωB97M-V functional and the def2-TZVPD basis.

```
29
C10H13AgNO2PS the ωB97M-V functional and the def2-TZVPD basis
N 3.022 -1.129 0.848
C 2.226 -0.167 0.096
C 1.125 0.474 1.029
C -0.071 -0.495 1.399
C -1.334 -0.179 0.508
C -1.854 1.199 0.380
C -3.012 1.531 -0.478
C -3.621 0.410 -1.206
C -3.130 -0.966 -1.049
C -1.985 -1.280 -0.193
P 1.558 -1.008 -1.468
S 2.093 -2.896 -1.526
C 3.164 1.058 -0.379
O 4.126 1.346 0.285
O 2.802 1.747 -1.487
H 3.867 -1.318 0.292
H 3.383 -0.682 1.702
H 0.813 1.452 0.579
H 1.644 0.736 1.997
H 0.195 -1.579 1.412
H -0.384 -0.218 2.450
H -1.294 2.007 0.992
H -3.383 2.578 -0.587
H -4.483 0.625 -1.884
H -3.613 -1.801 -1.599
H -1.568 -2.312 -0.074
H 2.173 -0.411 -2.622
H 0.155 -0.853 -1.645
Ag -2.617 2.130 2.225
```

Properties
M: 350.13 g mol⁻¹
Charge: +1
LUMO energy (alpha / beta): -5.9161 / -5.9207 eV
HOMO energy (alpha / beta): -11.03 / -11.00 eV
Frontier orbital gap (alpha / beta): 5.116 / 5.076 eV
Spin multiplicity: 2